## one
Computed, not measured: a 2-piece molecular cluster, C7H16N2O overall, with wB97M-V/def2-TZVPD.

Values from the calculation:
* 2S+1: 1
* molar mass: 144.22 g mol⁻¹
* LUMO: 0.50 eV
* total charge: 0

```
26
Properties=species:S:1:pos:R:3:lowdin_charge:R:1
C 1.697 0.564 0.131 -0.457
C 1.462 1.834 0.825 -0.047
C 2.045 0.585 -1.334 -0.044
N 2.271 -0.450 0.866 0.100
H 0.195 0.128 0.082 0.131
H 1.825 -0.592 1.769 0.093
H 2.352 -1.334 0.382 0.097
H 2.121 1.975 1.680 0.091
H 1.986 -0.409 -1.779 0.075
H 0.368 1.785 1.220 0.083
H 1.501 2.692 0.158 0.089
H 1.383 1.263 -1.870 0.090
H 3.070 0.948 -1.457 0.092
C -1.560 -1.661 -1.176 -0.065
C -0.966 0.011 0.708 -0.582
C -1.890 -0.394 -0.435 -0.297
N -0.671 -1.079 1.640 0.098
C -2.920 0.384 -0.754 0.071
O -1.159 1.147 1.285 -0.117
H -1.002 -0.825 2.562 0.089
H -0.988 -1.997 1.357 0.061
H -2.156 -1.751 -2.083 0.077
H -0.502 -1.689 -1.456 0.072
H -1.755 -2.551 -0.570 0.072
H -3.125 1.273 -0.176 0.066
H -3.582 0.144 -1.575 0.062
```

## two
Computed, not measured: an isolated molecule of C7H16N2O, with wB97M-V/def2-TZVPD.

Values from the calculation:
* 2S+1: 1
* structure (SMILES): CCCCCNCC(N)=O
* molar mass: 144.22 g mol⁻¹
* LUMO: 0.98 eV
* total charge: 0

```
26
Properties=species:S:1:pos:R:3:lowdin_charge:R:1
C 1.964 -0.775 -2.261 -0.113
C 1.365 0.627 -2.270 -0.266
C 0.489 0.910 -1.049 -0.227
C -0.845 0.163 -1.083 -0.193
C -1.676 0.368 0.199 -0.225
N -1.676 -0.741 1.144 -0.091
C -0.367 -1.092 1.675 -0.149
C 0.170 0.015 2.577 -0.566
N -0.791 0.583 3.334 0.166
O 1.340 0.320 2.632 0.048
H 2.638 -0.904 -3.105 0.067
H 2.528 -0.938 -1.345 0.074
H 1.191 -1.536 -2.331 0.061
H 2.181 1.353 -2.286 0.103
H 0.777 0.769 -3.180 0.104
H 0.279 1.982 -1.007 0.114
H 1.044 0.654 -0.145 0.097
H -1.417 0.513 -1.946 0.110
H -0.673 -0.906 -1.224 0.100
H -2.724 0.542 -0.059 0.112
H -1.311 1.253 0.728 0.110
H -2.082 -1.557 0.694 0.112
H 0.391 -1.310 0.910 0.113
H -0.483 -1.986 2.296 0.130
H -0.562 1.354 3.939 0.113
H -1.751 0.341 3.162 0.094
```

Last place for stability: one

## one
Computed, not measured: a 3-piece molecular cluster, C4H15NO2 overall, with wB97M-V/def2-TZVPD.

Values from the calculation:
* 2S+1: 2
* molar mass: 109.17 g mol⁻¹
* expectation value of S²: 0.754
* LUMO (spin up / spin down): -2.95 / -7.46 eV
* total charge: +1

```
22
Properties=species:S:1:pos:R:3:lowdin_charge:R:1
C 0.039 0.804 1.052 -0.037
C -0.070 -0.516 0.307 -0.175
N 1.176 -0.881 -0.363 -0.102
C 1.037 -1.730 -1.518 0.007
C 2.367 -1.054 0.444 0.016
H 0.107 1.631 0.354 0.069
H 0.967 0.848 1.616 0.081
H -0.842 1.050 1.640 0.100
H -0.204 -1.295 1.069 0.157
H -0.894 -0.606 -0.394 0.137
H 0.853 -2.765 -1.212 0.141
H 0.221 -1.365 -2.126 0.110
H 1.968 -1.812 -2.063 0.119
H 2.089 -1.276 1.480 0.126
H 2.936 -0.114 0.477 0.133
H 2.983 -1.821 0.021 0.105
H -4.786 2.157 1.579 0.025
H -6.084 2.081 2.387 0.036
O -5.600 1.650 1.677 -0.062
H 0.129 2.308 -2.217 0.055
H 0.995 1.182 -1.697 -0.006
O 0.613 1.524 -2.512 -0.036
```

## two
Computed, not measured: a 3-piece molecular cluster, C4H15NO2 overall, with wB97M-V/def2-TZVPD.

Values from the calculation:
* 2S+1: 2
* molar mass: 109.17 g mol⁻¹
* expectation value of S²: 0.755
* LUMO (spin up / spin down): -3.64 / -8.56 eV
* total charge: +1

```
22
Properties=species:S:1:pos:R:3:lowdin_charge:R:1
C 1.526 0.720 2.181 -0.196
C 0.827 1.856 1.454 -0.388
C -0.616 1.374 1.147 -0.052
C 1.553 2.188 0.137 -0.042
N 0.952 0.353 3.402 0.320
H 1.631 -0.133 1.500 0.155
H 2.570 1.044 2.342 0.181
H 0.926 2.753 2.059 0.139
H -1.236 1.430 2.049 0.083
H -1.269 1.643 0.318 0.096
H -0.505 0.296 0.963 0.083
H 2.635 2.072 0.219 0.088
H 1.338 3.219 -0.128 0.097
H 1.140 1.496 -0.595 0.090
H 0.804 1.024 4.156 0.172
H 0.713 -0.603 3.677 0.174
H -3.462 -0.912 -3.929 0.007
H -3.497 -1.071 -5.407 0.030
O -4.066 -0.950 -4.651 -0.038
H -1.336 -6.020 -3.283 0.005
H 0.063 -5.610 -3.665 0.047
O -0.690 -6.170 -3.946 -0.052
```

Last place for stability: two

## one
Computed, not measured: an isolated molecule of C4H4O2S, with wB97M-V/def2-TZVPD.

Values from the calculation:
* 2S+1: 1
* structure (SMILES): O=C/C=C\OC=S
* molar mass: 116.14 g mol⁻¹
* LUMO: -1.29 eV
* total charge: 0

```
11
Properties=species:S:1:pos:R:3:lowdin_charge:R:1
O 0.901 -1.897 -0.646 -0.056
C 1.471 -0.951 0.123 -0.175
C 1.090 0.433 -0.044 -0.052
C -0.115 1.110 -0.253 -0.122
O -1.295 0.707 -0.689 -0.053
C -1.838 -0.287 -0.062 -0.652
S -3.510 -0.700 -0.071 0.609
H 2.453 -1.180 0.756 0.152
H 1.652 1.282 0.394 0.108
H 0.069 2.142 -0.093 0.116
H -0.879 -0.660 0.586 0.125
```

## two
Computed, not measured: an isolated molecule of C4H4O2S, with wB97M-V/def2-TZVPD.

Values from the calculation:
* 2S+1: 1
* structure (SMILES): Oc1cocc1S
* molar mass: 116.14 g mol⁻¹
* LUMO: 0.56 eV
* total charge: 0

```
11
Properties=species:S:1:pos:R:3:lowdin_charge:R:1
O 1.769 -0.938 0.803 0.055
C 0.535 -0.428 0.606 -0.371
C -0.471 -0.426 1.518 -0.041
O -1.566 0.197 0.977 -0.005
C -1.242 0.548 -0.289 -0.133
C 0.042 0.205 -0.571 -0.533
S 1.050 0.372 -2.038 0.809
H 2.337 -0.631 0.069 0.092
H -0.513 -0.830 2.536 0.141
H -2.083 0.935 -0.849 0.130
H 0.142 0.995 -2.761 -0.144
```

Last place for stability: one

## one
Computed, not measured: an isolated molecule of C4H4O2S, with wB97M-V/def2-TZVPD.

Values from the calculation:
* 2S+1: 1
* molar mass: 116.14 g mol⁻¹
* LUMO (spin up / spin down): -1.20 / -1.08 eV
* total charge: 0

```
11
Properties=species:S:1:pos:R:3:lowdin_charge:R:1
C 1.377 0.108 0.171 -0.114
C 0.543 1.245 0.088 -0.085
C -1.258 0.066 -0.773 -0.446
C 0.918 -1.118 -0.134 0.079
O -3.011 -0.087 1.096 -0.608
O -0.669 1.131 -0.350 -0.021
S -2.686 -0.579 -0.261 0.874
H 2.414 0.279 0.411 0.107
H 0.876 2.255 0.266 0.136
H 1.612 -1.945 -0.210 0.077
H -0.117 -1.358 -0.304 0.001
```

## two
Computed, not measured: an isolated molecule of C4H4O2S, with wB97M-V/def2-TZVPD.

Values from the calculation:
* 2S+1: 1
* structure (SMILES): C#CS(=O)(=O)C=C
* molar mass: 116.14 g mol⁻¹
* LUMO: -0.10 eV
* total charge: 0

```
11
Properties=species:S:1:pos:R:3:lowdin_charge:R:1
C 1.712 -2.252 0.447 -0.002
C 1.224 -1.142 0.355 -0.134
S 0.867 0.833 -0.023 0.709
O 1.448 1.071 -1.343 -0.323
O 1.337 1.538 1.153 -0.318
C -0.911 1.056 -0.102 -0.248
C -1.954 0.342 -0.361 0.014
H 2.223 -3.277 0.380 0.068
H -1.077 1.892 0.530 0.073
H -3.049 0.527 -0.192 0.105
H -1.821 -0.587 -0.844 0.056
```

Last place for stability: one

## one
Computed, not measured: an isolated molecule of CH2Cl2, with wB97M-V/def2-TZVPD.

Values from the calculation:
* 2S+1: 1
* structure (SMILES): ClCCl
* molar mass: 84.93 g mol⁻¹
* LUMO: 0.85 eV
* total charge: 0

```
5
Properties=species:S:1:pos:R:3:lowdin_charge:R:1
Cl -0.625 -1.524 0.468 0.444
C -0.094 0.156 0.017 -0.959
Cl 1.151 -0.034 -1.271 0.466
H -0.952 0.827 -0.029 0.040
H 0.520 0.575 0.815 0.010
```

## two
Computed, not measured: an isolated molecule of CH2Cl2, with wB97M-V/def2-TZVPD.

Values from the calculation:
* 2S+1: 1
* structure (SMILES): ClCCl
* molar mass: 84.93 g mol⁻¹
* LUMO: 0.65 eV
* total charge: 0

```
5
Properties=species:S:1:pos:R:3:lowdin_charge:R:1
Cl 1.384 0.353 1.027 0.374
C -0.087 -0.028 -0.134 -0.932
Cl -1.697 0.204 0.550 0.527
H 0.288 -1.001 -0.331 -0.015
H 0.112 0.472 -1.112 0.046
```

Last place for stability: two

## one
Computed, not measured: CH2INO2 as an isolated structure, with wB97M-V/def2-TZVPD.

Values from the calculation:
* 2S+1: 1
* molar mass: 186.94 g mol⁻¹
* LUMO: -0.90 eV
* total charge: 0

```
7
Properties=species:S:1:pos:R:3:lowdin_charge:R:1
C -0.932 -0.636 -0.243 -0.491
N -1.803 0.108 -0.676 0.182
O -0.272 -1.481 0.050 0.157
O 0.947 0.831 0.562 -0.899
I 2.749 0.377 -0.084 0.814
H -1.580 1.053 -0.883 0.066
H 0.890 -0.252 1.274 0.172
```

## two
Computed, not measured: a 2-piece molecular cluster, CH2INO2 overall, with wB97M-V/def2-TZVPD.

Values from the calculation:
* 2S+1: 1
* structure (SMILES): N=C=O.OI
* molar mass: 186.94 g mol⁻¹
* LUMO: -0.71 eV
* total charge: 0

```
7
Properties=species:S:1:pos:R:3:lowdin_charge:R:1
N 1.425 0.395 -0.120 0.213
C 1.420 -0.345 0.792 -0.445
O 1.498 -1.004 1.720 0.198
H 1.631 0.619 -1.041 0.084
O -1.228 -0.802 -0.582 -0.813
I -1.827 -1.283 -2.394 0.804
H -0.568 -0.081 -0.441 -0.040
```

Last place for stability: one

## one
Computed, not measured: an isolated molecule of C5H8OS, with wB97M-V/def2-TZVPD.

Values from the calculation:
* 2S+1: 1
* structure (SMILES): S[C@H]1[C@H]2COC[C@@H]12
* molar mass: 116.18 g mol⁻¹
* LUMO: 0.88 eV
* total charge: 0

```
15
Properties=species:S:1:pos:R:3:lowdin_charge:R:1
S -2.376 -0.617 0.000 0.761
C -1.197 0.750 0.000 -0.563
C 0.078 0.785 0.744 -0.231
C 0.731 -0.507 1.154 -0.167
O 0.688 -1.354 0.001 -0.174
C 0.713 -0.525 -1.171 -0.163
C 0.107 0.794 -0.756 -0.212
H -1.416 -1.544 0.016 -0.137
H -1.752 1.696 -0.018 0.102
H 0.311 1.673 1.391 0.159
H 1.717 -0.371 1.490 0.104
H 0.221 -1.032 1.973 0.131
H 0.118 -1.052 -1.926 0.126
H 1.745 -0.346 -1.515 0.128
H 0.313 1.650 -1.384 0.138
```

## two
Computed, not measured: an isolated molecule of C5H8OS, with wB97M-V/def2-TZVPD.

Values from the calculation:
* 2S+1: 1
* molar mass: 116.18 g mol⁻¹
* LUMO: 0.33 eV
* total charge: 0

```
15
Properties=species:S:1:pos:R:3:lowdin_charge:R:1
C 2.852 -1.196 0.134 0.000
C -1.569 1.050 -0.200 -0.414
C 1.861 -0.356 0.431 -0.215
C -0.258 0.700 0.276 -0.205
C 0.654 -0.107 -0.306 -0.114
O -2.849 -1.240 -0.789 -0.586
S -2.852 -0.202 0.221 0.843
H 3.684 -1.337 0.752 0.026
H 2.897 -2.014 -0.607 0.070
H -1.779 1.981 0.299 0.080
H -1.591 1.141 -1.318 0.117
H 2.033 0.211 1.423 0.130
H 0.241 1.293 1.128 0.132
H 0.580 -0.651 -1.231 0.119
H -3.902 0.727 -0.212 0.018
```

Last place for stability: two

## one
Computed, not measured: an isolated molecule of C5H8OS, with wB97M-V/def2-TZVPD.

Values from the calculation:
* 2S+1: 1
* structure (SMILES): C1CSC2(CC2)O1
* molar mass: 116.18 g mol⁻¹
* LUMO: 0.94 eV
* total charge: 0

```
15
Properties=species:S:1:pos:R:3:lowdin_charge:R:1
C 0.431 0.243 1.718 -0.215
C 0.279 1.697 1.093 -0.445
S -0.599 1.215 -0.472 0.847
C 0.105 -0.576 -0.382 -0.662
C 0.304 -1.520 -1.577 -0.132
C -0.769 -1.770 -0.793 -0.165
O 0.938 -0.641 0.637 -0.099
H 1.196 0.304 2.616 0.145
H -0.571 -0.059 2.196 0.134
H 1.179 2.330 0.996 0.068
H -0.575 2.274 1.676 0.100
H 1.176 -2.071 -1.629 0.101
H 0.076 -1.035 -2.450 0.090
H -0.807 -2.587 -0.021 0.135
H -1.694 -1.915 -1.287 0.098
```

## two
Computed, not measured: C5H8OS as an isolated structure, with wB97M-V/def2-TZVPD.

Values from the calculation:
* 2S+1: 1
* molar mass: 116.18 g mol⁻¹
* LUMO: 0.80 eV
* total charge: 0

```
15
Properties=species:S:1:pos:R:3:lowdin_charge:R:1
C -0.421 0.376 0.726 -0.569
C 0.282 1.398 -0.003 -0.213
C 1.379 0.491 -0.568 -0.276
C 1.881 -0.459 0.544 -0.112
C 0.583 -0.944 0.442 -0.272
H -2.879 0.990 0.149 -0.025
H -0.355 0.593 1.889 0.150
H 0.775 2.239 0.509 0.126
H -0.167 2.002 -0.708 0.089
H 2.247 0.815 -1.241 0.170
H 2.233 0.164 1.439 0.159
H 2.631 -1.002 0.187 0.077
H 0.459 -2.025 0.546 0.151
O 0.528 -0.578 -1.034 -0.163
S -1.962 -0.270 -0.084 0.706
```

## three
Computed, not measured: a 2-piece molecular cluster, C5H8OS overall, with wB97M-V/def2-TZVPD.

Values from the calculation:
* 2S+1: 1
* structure (SMILES): C=C(C)C.O=C=S
* molar mass: 116.18 g mol⁻¹
* LUMO: 0.68 eV
* total charge: 0

```
15
Properties=species:S:1:pos:R:3:lowdin_charge:R:1
C -0.042 -1.403 0.070 -0.118
C 0.478 -0.222 0.520 -0.391
C -0.381 0.365 1.693 -0.059
C 1.713 0.279 -0.211 -0.071
H 0.460 -1.936 -0.649 0.023
H -0.910 -1.904 0.380 0.038
H -1.214 0.766 1.161 0.045
H 0.126 1.092 2.366 0.074
H -0.699 -0.586 2.286 0.103
H 2.065 1.213 0.315 0.087
H 1.349 0.456 -1.255 0.078
H 2.449 -0.561 -0.204 0.088
O -1.820 2.072 -2.163 0.119
C -1.832 0.936 -2.187 -0.906
S -1.741 -0.568 -2.123 0.890
```

Last place for stability: two